[1]
{"formula": "C48H52AsN4O5Ti", "method": "the ωB97M-V functional and the def2-TZVPD basis", "species": ["Ti", "O", "C", "O", "C", "O", "C", "C", "O", "O", "H", "H", "H", "H", "H", "C", "C", "C", "C", "C", "C", "C", "C", "N", "C", "C", "C", "C", "N", "C", "C", "C", "C", "C", "C", "C", "C", "H", "H", "H", "H", "H", "H", "H", "H", "H", "H", "H", "H", "H", "H", "H", "H", "H", "H", "H", "H", "H", "H", "H", "H", "N", "C", "N", "C", "C", "C", "C", "C", "H", "H", "H", "H", "H", "H", "H", "H", "H", "H", "C", "C", "C", "C", "C", "C", "As", "C", "C", "C", "C", "C", "C", "C", "C", "C", "C", "C", "C", "H", "H", "H", "H", "H", "H", "H", "H", "H", "H", "H", "H", "H"], "xyz": [[-0.851168, 0.307605, 0.571653], [0.462188, 0.256095, 4.590108], [0.269268, 0.630408, 3.359661], [-0.255562, -0.120744, 2.535992], [0.711331, 2.038604, 3.063939], [0.785831, 2.303983, 1.676095], [-1.099169, 3.232313, 0.500970], [-3.291046, 1.700135, 0.311987], [-4.478618, 1.780952, 0.297671], [-2.635928, 0.627219, 0.793262], [0.143195, -0.658534, 4.717868], [1.711445, 2.196993, 3.465913], [0.020966, 2.720822, 3.571237], [-0.433342, 3.612156, -0.285289], [-1.933192, 5.112140, 1.001517], [-3.073282, 3.292119, 2.985896], [-1.837504, 4.127210, 2.868850], [-1.320884, 4.709729, 3.988317], [-0.156223, 5.497981, 3.975667], [0.517069, 5.706559, 2.757372], [0.067406, 5.199251, 1.579666], [0.779831, 5.520249, 0.299982], [-1.236901, 4.422328, 1.508436], [-0.446054, 2.054605, 1.056029], [-2.363966, 2.772016, -0.331624], [-3.219979, 3.976555, -0.713136], [-1.832101, 2.041558, -1.581876], [-2.116991, 2.592990, -2.936004], [-1.199455, 0.937412, -1.398812], [-0.787386, 0.122657, -2.520207], [-1.700334, -0.838167, -2.969813], [-3.095442, -0.907038, -2.412418], [-1.310657, -1.657099, -4.023475], [-0.066748, -1.505279, -4.618531], [0.799448, -0.518977, -4.176907], [0.452743, 0.322942, -3.123311], [1.365335, 1.458638, -2.745327], [-3.470348, 3.349343, 3.998167], [-2.876397, 2.236401, 2.783206], [-3.867901, 3.614159, 2.309974], [-1.827956, 4.544620, 4.932504], [0.210926, 5.944638, 4.888140], [1.414255, 6.314502, 2.751983], [1.516756, 6.304172, 0.462973], [0.086494, 5.873883, -0.470735], [1.311512, 4.654665, -0.109693], [-3.726353, 4.369480, 0.163456], [-3.996897, 3.693227, -1.418121], [-2.615708, 4.773337, -1.147968], [-3.182789, 2.478533, -3.151757], [-1.551523, 2.079779, -3.707959], [-1.906765, 3.661286, -2.966383], [-3.682365, -0.039895, -2.728459], [-3.119364, -0.926427, -1.323618], [-3.607832, -1.798960, -2.768106], [-2.002933, -2.403359, -4.393097], [0.216583, -2.142687, -5.445957], [1.754253, -0.377587, -4.670076], [2.399010, 1.114308, -2.689487], [1.102382, 1.911286, -1.790190], [1.333078, 2.238897, -3.509087], [1.140333, -0.053043, -0.011363], [2.283334, -0.136398, -0.206404], [3.546821, -0.250773, -0.414998], [4.152349, -1.572636, -0.695455], [4.747180, -1.573351, -2.101189], [5.336545, -0.196037, -2.463648], [5.697962, 0.599276, -1.211735], [4.438816, 0.938438, -0.420117], [3.382149, -2.331541, -0.571038], [4.914546, -1.741390, 0.065798], [3.979077, -1.858289, -2.822051], [5.518419, -2.343972, -2.138875], [4.611508, 0.378650, -3.047442], [6.211406, -0.316772, -3.099783], [6.198426, 1.532477, -1.468119], [6.395634, 0.034276, -0.590342], [3.896908, 1.757216, -0.895126], [4.666929, 1.221222, 0.608457], [-4.650805, -4.843650, -0.685070], [-4.739734, -3.740434, 0.154017], [-3.595092, -3.035785, 0.492180], [-2.360482, -3.448780, -0.000604], [-2.265895, -4.554404, -0.836454], [-3.419002, -5.248523, -1.179374], [-0.801915, -2.440173, 0.525548], [-0.271043, -3.200328, 2.216243], [-0.896734, -3.059756, 3.445134], [-0.342264, -3.677719, 4.558599], [0.829973, -4.417803, 4.432422], [1.447014, -4.562523, 3.199821], [0.895671, -3.955445, 2.074983], [1.420544, -4.050650, 0.693488], [2.514836, -4.807402, 0.286372], [2.865116, -4.848711, -1.056859], [2.147599, -4.124296, -2.002094], [1.063284, -3.349582, -1.607687], [0.700968, -3.333236, -0.270297], [-5.545289, -5.390590, -0.951623], [-5.700428, -3.425644, 0.539193], [-3.674686, -2.159414, 1.127918], [-1.305962, -4.881922, -1.214973], [-3.352085, -6.111864, -1.827989], [-1.818415, -2.496168, 3.537660], [-0.832056, -3.603766, 5.521171], [1.255236, -4.898814, 5.303094], [2.348990, -5.155224, 3.120194], [3.083208, -5.383285, 1.005045], [3.702546, -5.458476, -1.370129], [2.426037, -4.172453, -3.047054], [0.498322, -2.786532, -2.340565]], "forces_ev_per_angstrom": [[0.00, 0.04, 0.76], [0.01, -0.01, 0.01], [0.02, 0.04, -0.04], [0.03, -0.07, -0.01], [0.01, -0.04, -0.01], [0.00, 0.08, -0.09], [0.03, -0.02, -0.03], [-0.14, 0.10, 0.03], [0.05, 0.02, 0.05], [0.00, -0.10, -0.14], [0.01, 0.01, -0.01], [0.00, 0.00, -0.01], [-0.01, 0.01, 0.01], [0.00, 0.01, 0.04], [-0.01, -0.03, 0.00], [-0.04, 0.00, -0.04], [0.03, 0.04, -0.01], [0.01, -0.05, -0.02], [0.01, 0.00, 0.01], [0.02, -0.01, -0.02], [0.00, 0.03, 0.03], [0.01, 0.00, 0.00], [-0.04, 0.06, 0.02], [0.02, -0.03, -0.12], [-0.05, 0.00, -0.01], [0.01, -0.01, 0.01], [0.00, 0.00, 0.01], [0.00, 0.00, -0.01], [0.03, 0.31, -0.32], [-0.06, -0.03, -0.01], [0.03, 0.03, -0.04], [-0.01, -0.07, 0.03], [-0.02, 0.00, 0.01], [0.00, -0.01, -0.02], [0.01, -0.01, 0.01], [0.00, -0.01, 0.01], [0.00, 0.03, 0.00], [-0.01, 0.00, -0.01], [-0.01, -0.08, -0.07], [-0.01, -0.01, -0.05], [0.00, 0.00, 0.00], [0.00, 0.00, 0.00], [0.00, 0.00, 0.00], [0.00, 0.00, 0.00], [0.00, -0.01, 0.00], [0.02, 0.02, -0.01], [-0.02, 0.00, 0.03], [0.00, 0.00, 0.01], [0.00, 0.00, 0.00], [0.00, 0.01, 0.01], [0.00, 0.00, 0.00], [0.01, 0.00, -0.01], [0.00, -0.02, -0.02], [0.00, -0.02, 0.05], [0.00, 0.00, 0.01], [0.01, 0.00, 0.00], [0.00, 0.00, 0.01], [0.00, 0.00, 0.00], [0.00, 0.01, -0.02], [0.00, 0.00, -0.02], [-0.01, 0.00, 0.00], [0.10, 0.09, -0.02], [0.02, -0.17, 0.09], [0.00, 0.05, -0.02], [-0.02, 0.00, 0.00], [0.00, 0.01, 0.02], [0.01, -0.01, 0.01], [0.00, 0.00, -0.01], [0.01, 0.00, 0.00], [0.05, 0.05, 0.01], [0.00, 0.00, 0.00], [0.00, 0.00, 0.00], [0.00, 0.00, 0.00], [0.00, 0.00, 0.00], [0.00, 0.00, 0.00], [0.00, 0.00, 0.00], [0.00, 0.00, 0.00], [0.00, 0.01, 0.00], [0.00, 0.00, 0.00], [-0.01, 0.00, 0.01], [-0.01, -0.01, -0.01], [0.00, 0.06, -0.01], [0.01, 0.06, -0.03], [0.00, 0.00, -0.01], [0.01, 0.00, 0.00], [-0.08, -0.33, 0.02], [0.05, 0.01, -0.01], [-0.01, 0.02, -0.01], [-0.01, 0.00, 0.01], [0.01, 0.00, 0.02], [-0.01, 0.00, -0.02], [0.02, 0.02, 0.03], [-0.02, 0.01, -0.03], [-0.01, -0.01, 0.00], [0.00, -0.02, 0.00], [-0.02, -0.03, -0.02], [-0.03, -0.03, -0.01], [0.02, 0.02, -0.01], [0.00, 0.00, 0.00], [0.00, 0.00, 0.00], [0.00, 0.00, 0.00], [0.00, 0.00, 0.00], [0.00, 0.00, 0.00], [0.00, -0.01, 0.00], [0.00, 0.00, 0.00], [0.00, 0.00, 0.00], [0.00, 0.00, 0.00], [0.00, 0.00, 0.00], [0.00, 0.00, 0.00], [0.00, 0.00, 0.00], [-0.01, 0.01, -0.01]], "s_squared": 0.7905, "charge": 2, "orbital_gap_ev": [4.924, 7.101], "largest_force_ev_per_a": 0.8, "de_lowest_kcal_mol": 81.13, "mol_weight_g_mol": 887.756, "lumo_ev": [-6.3, -6.3], "multiplicity": 2}

[2]
{"formula": "C48H53As2CsN6O6", "method": "the ωB97M-V functional and the def2-TZVPD basis", "species": ["Cs", "O", "C", "C", "C", "C", "N", "C", "C", "C", "C", "C", "C", "O", "C", "C", "N", "H", "H", "H", "H", "H", "H", "H", "H", "H", "H", "H", "H", "C", "C", "As", "C", "C", "C", "C", "C", "C", "C", "C", "C", "C", "C", "C", "As", "C", "C", "C", "C", "C", "C", "C", "C", "C", "C", "C", "C", "H", "H", "H", "H", "H", "H", "H", "H", "H", "H", "H", "H", "H", "H", "H", "H", "H", "H", "H", "H", "H", "H", "H", "H", "C", "N", "C", "N", "O", "H", "H", "H", "H", "H", "H", "C", "C", "C", "C", "C", "C", "O", "N", "C", "O", "N", "C", "O", "H", "H", "H", "H", "H", "H", "H", "H", "H", "H", "H"], "xyz": [[0.686574, -1.034185, 0.303244], [-1.791824, 2.341440, 6.627345], [-1.031996, 2.946871, 5.601015], [-1.271895, 2.234794, 4.294475], [-0.851730, 2.808759, 3.108122], [-0.992748, 2.106114, 1.921064], [-1.514133, 0.887809, 1.855586], [-1.930887, 0.341602, 2.998776], [-1.842836, 0.970858, 4.235648], [-2.463040, -1.065678, 2.937141], [-3.450187, -1.497489, 3.827258], [-3.886290, -2.809501, 3.781780], [-4.924936, -3.315748, 4.746545], [-4.399375, -4.268311, 5.649730], [-3.299640, -3.646256, 2.835546], [-2.336017, -3.131996, 1.992831], [-1.921762, -1.866174, 2.030793], [-1.542321, 2.747728, 7.461036], [0.040730, 2.891404, 5.841419], [-1.298502, 4.007808, 5.491159], [-0.372725, 3.777299, 3.086726], [-0.644184, 2.540346, 0.992511], [-2.160420, 0.476056, 5.139750], [-3.879202, -0.800625, 4.533849], [-5.722674, -3.841927, 4.213419], [-5.377825, -2.465842, 5.276733], [-3.641119, -3.874438, 6.094509], [-3.586234, -4.686601, 2.764819], [-1.862356, -3.760077, 1.250845], [0.169446, 1.493090, -1.745862], [1.191416, 1.188816, -2.816007], [2.733447, 0.093582, -2.258998], [3.674428, 0.144801, -3.975025], [5.062779, 0.040749, -4.003963], [5.740371, 0.009087, -5.206296], [5.046457, 0.071459, -6.404169], [3.668001, 0.169456, -6.389208], [2.982553, 0.208846, -5.181437], [3.793169, 1.455381, -1.340879], [4.415825, 1.110983, -0.158137], [5.197892, 2.039277, 0.513377], [5.353942, 3.310420, 0.000203], [4.736984, 3.658658, -1.193190], [3.964104, 2.735424, -1.862056], [-1.258007, 2.735784, -2.285039], [-0.083850, 4.208456, -2.782664], [-0.412088, 5.084990, -3.816818], [0.382649, 6.192128, -4.075593], [1.495670, 6.447677, -3.295649], [1.811639, 5.600139, -2.248021], [1.025574, 4.488454, -1.987835], [-1.676369, 1.877899, -3.985155], [-0.942232, 2.017728, -5.162497], [-1.297406, 1.304804, -6.295707], [-2.384151, 0.450133, -6.270090], [-3.119941, 0.306606, -5.108473], [-2.769933, 1.020167, -3.972208], [0.618086, 1.905714, -0.842785], [-0.371573, 0.590478, -1.460305], [1.595862, 2.107163, -3.260754], [0.700491, 0.621670, -3.609405], [5.629519, -0.000438, -3.079686], [6.819955, -0.062342, -5.211504], [5.581121, 0.049021, -7.343106], [3.118765, 0.227301, -7.319832], [1.902604, 0.305396, -5.205549], [4.288914, 0.120939, 0.260971], [5.679734, 1.766560, 1.441651], [5.958793, 4.032848, 0.527865], [4.861460, 4.650115, -1.610607], [3.497431, 3.011310, -2.807560], [-1.285480, 4.910312, -4.429873], [0.125050, 6.861556, -4.886193], [2.110999, 7.313963, -3.497466], [2.672163, 5.798929, -1.623694], [1.297951, 3.842881, -1.155265], [-0.094828, 2.678537, -5.197449], [-0.720813, 1.424780, -7.204012], [-2.664802, -0.093829, -7.162415], [-3.981906, -0.348074, -5.083984], [-3.364914, 0.908238, -3.070679], [-1.952526, -3.175803, -4.994904], [-1.569653, -2.885870, -3.637204], [-0.401873, -2.272027, -3.294248], [0.476727, -2.047729, -4.320365], [-0.134863, -1.937547, -2.145112], [-2.979180, -3.535311, -5.001637], [-1.332802, -3.965814, -5.428494], [-1.907023, -2.286302, -5.624931], [-2.243418, -2.926409, -2.893533], [0.358840, -2.475761, -5.220450], [1.413337, -1.792471, -4.054152], [1.316397, -0.214204, 5.574116], [2.423777, -1.199528, 5.251546], [3.316819, -0.786016, 4.058005], [4.455555, -1.802620, 3.886301], [5.368372, -1.510732, 2.714761], [3.909259, 0.567627, 4.394779], [4.747121, 0.700653, 5.267850], [3.431860, 1.632218, 3.697514], [2.494837, 1.592152, 2.646237], [2.140909, 2.650740, 2.158190], [2.054789, 0.384784, 2.215623], [2.449456, -0.751929, 2.805618], [2.094788, -1.863102, 2.360383], [0.666419, -0.586790, 6.364501], [0.687649, -0.016502, 4.707295], [1.721262, 0.738292, 5.917062], [2.005940, -2.178186, 5.002175], [3.085579, -1.327681, 6.110954], [3.984292, -2.778300, 3.766561], [5.031822, -1.811126, 4.814067], [4.831217, -1.563307, 1.767299], [6.184425, -2.230423, 2.659743], [5.824654, -0.523584, 2.795242], [3.786380, 2.546231, 3.939059]], "forces_ev_per_angstrom": [[-1.00, -0.43, -0.29], [-0.11, -0.08, 0.09], [0.11, 0.10, -0.13], [0.05, 0.04, 0.13], [0.08, 0.10, -0.17], [0.00, -0.03, 0.25], [-0.06, -0.07, -0.04], [-0.20, -0.49, 0.16], [0.10, 0.16, -0.20], [0.08, 0.53, 0.11], [0.06, 0.02, -0.11], [0.11, 0.09, -0.12], [-0.29, 0.06, -0.11], [0.14, -0.08, 0.14], [-0.10, -0.13, 0.09], [-0.03, 0.12, 0.06], [0.04, -0.16, -0.12], [-0.02, -0.03, 0.05], [-0.11, 0.02, -0.13], [0.06, -0.13, -0.03], [0.02, 0.06, 0.04], [-0.01, 0.02, -0.02], [0.00, -0.01, 0.05], [-0.04, 0.02, 0.04], [0.08, 0.13, 0.01], [0.06, -0.11, -0.05], [0.00, -0.04, 0.02], [-0.03, -0.04, 0.01], [0.04, -0.10, -0.08], [-0.13, -0.18, 0.09], [0.10, 0.09, -0.31], [0.27, 0.13, -0.05], [-0.20, 0.05, 0.01], [0.00, 0.00, 0.21], [0.20, -0.01, -0.09], [0.04, -0.01, -0.11], [-0.07, 0.02, -0.06], [-0.01, 0.01, -0.07], [-0.27, -0.10, -0.42], [0.07, -0.09, 0.25], [0.08, -0.05, 0.14], [0.07, 0.12, 0.03], [0.09, 0.23, -0.01], [-0.21, -0.14, -0.34], [-0.04, 0.15, 0.28], [-0.18, 0.10, -0.15], [0.16, -0.04, 0.08], [-0.16, 0.00, -0.13], [0.14, 0.13, 0.02], [0.03, -0.01, 0.09], [0.02, -0.07, 0.06], [0.14, 0.15, -0.09], [-0.24, -0.14, 0.13], [0.21, 0.14, -0.10], [-0.11, -0.14, -0.17], [-0.15, -0.08, 0.09], [-0.07, -0.05, 0.05], [0.06, 0.00, 0.14], [-0.02, 0.16, -0.16], [-0.12, -0.15, 0.04], [0.05, 0.05, 0.03], [-0.07, 0.01, 0.02], [0.03, 0.00, 0.01], [0.03, -0.01, -0.05], [-0.03, 0.00, -0.03], [0.05, -0.01, 0.03], [-0.03, -0.04, -0.01], [0.03, -0.03, 0.07], [0.05, 0.07, 0.04], [0.05, 0.02, 0.04], [0.09, -0.05, 0.17], [-0.09, -0.07, -0.04], [-0.01, 0.00, -0.02], [0.02, 0.03, -0.01], [0.02, 0.01, 0.03], [-0.03, 0.10, -0.13], [0.23, 0.19, 0.02], [0.00, 0.00, -0.03], [-0.02, -0.03, -0.04], [-0.01, -0.03, -0.02], [0.06, 0.04, -0.01], [-0.22, -0.14, -0.12], [0.29, 0.25, 0.25], [0.17, -0.18, -0.38], [-0.08, 0.01, 0.02], [-0.41, -0.17, -0.42], [0.01, 0.00, 0.01], [0.01, 0.02, 0.00], [0.01, 0.02, -0.05], [-0.05, -0.02, -0.02], [0.01, 0.00, 0.01], [0.00, -0.04, 0.02], [-0.10, 0.11, 0.05], [0.17, -0.24, -0.07], [0.08, 0.33, 0.06], [-0.20, -0.07, 0.27], [0.14, 0.04, -0.23], [0.24, -0.23, 0.26], [-0.02, 0.12, -0.01], [-0.02, 0.23, -0.07], [-0.07, -0.45, -0.07], [0.01, 0.33, -0.04], [0.41, 0.38, 0.52], [0.03, -0.40, 0.00], [0.52, 0.05, 0.81], [0.00, -0.09, 0.06], [-0.03, 0.00, -0.11], [0.05, 0.08, 0.01], [0.00, 0.04, 0.00], [-0.03, 0.01, 0.03], [0.05, -0.03, -0.02], [-0.04, 0.01, -0.02], [-0.07, -0.01, -0.03], [0.01, -0.06, 0.04], [0.01, 0.10, 0.04], [0.00, 0.00, 0.01]], "orbital_gap_ev": 8.252, "largest_force_ev_per_a": 1.1, "de_lowest_kcal_mol": 13.96, "mol_weight_g_mol": 1092.737, "lumo_ev": 0.0}